1.
A 2-piece molecular cluster, C3H8OS2 overall, computed with wB97M-V/def2-TZVPD.

Atoms and positions in Å:
C  0.24007  0.28227  2.08401
C  0.50736  -0.97173  1.73333
O  -0.27416  -1.68596  0.88579
H  0.92528  0.91517  2.64350
H  -0.80411  0.51106  2.25466
H  1.46753  -1.40586  1.97346
H  -0.67768  -1.09312  0.24079
C  0.81613  0.23787  -1.51833
S  -0.53401  1.36780  -1.20193
S  -2.00389  0.60940  -2.45409
H  1.49719  0.29366  -0.67159
H  0.50884  -0.78885  -1.67053
H  1.34508  0.47439  -2.44078
H  -3.01363  1.25392  -1.85830

Computed properties:
- spin multiplicity = 1
- max |F| (hartree/bohr) = 0.034
- structure (SMILES) = C=CO.CSS
- Kohn-Sham gap (eV) = 8.77

These are the Mulliken partial charges, in e, on atoms 1 to 2:
1 C -0.71
2 C 0.04



2.
A 2-piece molecular cluster, C7H12O3 overall, computed with wB97M-V/def2-TZVPD.

Atoms and positions in Å:
C  -2.38920  1.97230  0.88025
C  -2.00447  0.68328  0.86461
C  -1.41582  -0.07805  -0.25872
C  -1.01239  -1.36814  -0.25505
C  -0.33973  -2.09569  -1.38267
O  -1.28180  -2.17157  0.80619
H  -2.55073  2.53269  1.78614
H  -2.35480  2.59848  -0.01178
H  -2.29046  -0.00406  1.75381
H  -1.43947  0.43160  -1.17920
H  -1.02593  -2.93522  -1.63532
H  0.62201  -2.48367  -1.14546
H  -0.17281  -1.49900  -2.28299
H  -1.65104  -1.73782  1.56162
O  2.65081  1.63189  -1.49316
C  2.63482  1.28866  -0.19829
C  2.02516  0.26023  0.30135
O  2.38254  -0.14851  1.66762
H  2.19944  1.06752  -2.12933
H  3.23608  1.88877  0.42582
H  1.25965  -0.45884  -0.13184
H  2.91813  0.62515  2.05639

Computed properties:
- spin multiplicity = 1
- max |F| (hartree/bohr) = 0.084
- structure (SMILES) = C=C/C=C(/C)O.O/C=C/O
- Kohn-Sham gap (eV) = 8.81

These are the Mulliken partial charges, in e, on atoms 1 to 2:
1 C -0.88
2 C -0.22



3.
C28H41BCl3N10OPZr as an isolated structure, computed with wB97M-V/def2-TZVPD.

Atoms and positions in Å:
Zr  0.62334  0.25790  0.10293
C  -3.60976  -0.01100  -0.96027
C  -2.25216  -0.03700  -1.25547
N  -1.52976  0.03540  -0.13337
N  -2.40856  0.10190  0.89503
C  -3.66196  0.07790  0.41803
B  -1.82596  0.20690  2.31513
N  -0.97446  1.51280  2.36133
C  -0.95846  2.44430  3.32453
C  -0.05456  3.42990  2.97513
C  0.44604  3.02510  1.74573
N  -0.11286  1.86060  1.37283
N  -0.84046  -0.98990  2.48113
C  -0.91226  -2.02310  3.33123
C  0.22574  -2.79450  3.17563
C  0.95974  -2.15270  2.18643
N  0.30384  -1.05790  1.77173
N  -2.74836  0.19480  3.50103
C  -4.07406  0.27740  3.76943
C  -4.24166  0.23290  5.13823
C  -2.93716  0.14650  5.65893
N  -2.07576  0.15760  4.67883
H  -4.43516  -0.04950  -1.64057
H  -1.78126  -0.11680  -2.22087
H  -4.52826  0.12230  1.04533
H  -1.56686  2.37700  4.20293
H  0.20274  4.29930  3.54313
H  1.17224  3.53250  1.13103
H  -1.73666  -2.17340  3.99973
H  0.47574  -3.68440  3.71173
H  1.91884  -2.42460  1.77073
H  -4.82466  0.36500  3.01603
H  -5.15166  0.27950  5.69893
H  -2.61396  0.12250  6.67973
Cl  7.93524  0.30280  1.04303
C  6.31294  0.13160  0.56093
C  5.27614  0.51960  1.43113
C  3.97654  0.37950  1.00213
Cl  2.59644  0.82550  1.94943
C  3.61864  -0.12340  -0.26987
O  2.36484  -0.18430  -0.63947
C  4.69194  -0.53260  -1.10647
Cl  4.29464  -1.18730  -2.63737
C  6.00474  -0.39900  -0.69767
H  5.49714  0.91890  2.41033
H  6.80854  -0.70460  -1.35267
C  -1.31796  4.14160  -2.97247
C  -1.20276  3.17000  -1.80047
P  0.35504  2.16110  -1.82817
C  1.65584  3.49030  -1.80787
C  2.97394  2.98570  -1.22077
C  0.39014  1.55200  -3.57967
C  1.46524  0.48940  -3.80147
H  -2.17526  4.79360  -2.82567
H  -1.46666  3.61340  -3.90907
H  -0.43626  4.76930  -3.06217
H  -2.05576  2.48610  -1.80477
H  -1.22846  3.71540  -0.85107
H  1.27864  4.33010  -1.21297
H  1.81624  3.85960  -2.82577
H  2.82844  2.59990  -0.20367
H  3.69644  3.80120  -1.17157
H  3.41024  2.20060  -1.84097
H  0.57694  2.40140  -4.24027
H  -0.60366  1.15690  -3.81617
H  2.43734  0.95380  -3.94937
H  1.25074  -0.09600  -4.69327
H  1.53914  -0.19090  -2.94657
C  -2.17706  -4.45960  -0.30627
C  -1.26356  -3.74500  -1.29827
C  -2.09306  -3.14500  -2.43027
C  -0.24196  -4.72830  -1.88547
N  -0.61576  -2.67180  -0.51557
N  0.39914  -1.89480  -1.16987
H  -2.82236  -5.15650  -0.83147
H  -2.80556  -3.73700  0.21003
H  -1.60216  -5.02360  0.42483
H  -2.54506  -3.95560  -2.99287
H  -1.49406  -2.56690  -3.13277
H  -2.89216  -2.52540  -2.03527
H  -0.79236  -5.55410  -2.32617
H  0.41844  -5.14030  -1.12477
H  0.36034  -4.27750  -2.67267
H  -0.24106  -3.08890  0.33693
H  0.07854  -1.79230  -2.14287
H  1.29304  -2.41340  -1.22837

Computed properties:
- spin multiplicity = 2
- total charge = +3
- max |F| (hartree/bohr) = 0.077
- Kohn-Sham gap (alpha / beta) (eV) = 6.55 / 3.39

These are the Mulliken partial charges, in e, on atoms 1 to 2:
1 Zr -1.50
2 C -1.81